No. 1
Computed, not measured: a structure of composition C2H7FN2 at a distorted geometry, with the ωB97M-V functional and the def2-TZVPD basis.

Geometry as XYZ:
```
12
C2H7FN2 (the ωB97M-V functional and the def2-TZVPD basis)
C 0.362 0.796 1.346
C -0.141 -0.207 -0.222
N 0.452 -1.535 -0.209
N -0.138 0.708 -1.262
F -1.524 -0.489 0.073
H -0.526 1.373 1.591
H 0.640 -0.063 2.020
H 0.996 1.552 0.878
H -0.061 -2.303 0.147
H 0.859 -1.651 -1.113
H -0.270 0.283 -2.171
H -0.650 1.537 -1.079
```

Output
HOMO-LUMO gap   10.1 eV
Relative energy (zero: lowest compared OMol25 entry of this formula, charge and spin)   2.1706 eV
HOMO   -9.1180 eV
2S+1   1
Strongest force on any atom   5.9 eV Å⁻¹
E   -7883.7001 eV
E_LUMO   1.0 eV

Results of the Löwdin charge analysis, in e, for atoms 1 through 2: atom 1 (C): 0.019, atom 2 (C): -0.532

---

No. 2
Computed, not measured: a cluster of 2 separate species, C2H7FS in total at a distorted geometry, with the ωB97M-V functional and the def2-TZVPD basis.

Geometry as XYZ:
```
11
C2H7FS (the ωB97M-V functional and the def2-TZVPD basis)
C 0.302 -0.783 -0.943
C -0.985 -0.383 -0.233
H 1.539 1.062 2.373
H 0.331 -1.868 -1.101
H 1.180 -0.510 -0.352
H 0.378 -0.295 -1.918
H -1.077 -0.891 0.732
H -1.857 -0.662 -0.831
H -0.060 1.577 0.767
F 1.409 1.343 1.491
S -1.161 1.411 0.014
```

Output
HOMO-LUMO gap   9.0 eV
Relative energy (zero: lowest compared OMol25 entry of this formula, charge and spin)   0.1153 eV
HOMO   -8.5872 eV
2S+1   1
Strongest force on any atom   1.5 eV Å⁻¹
E   -15739.9695 eV
E_LUMO   0.5 eV
SMILES   CCS.F

Results of the Löwdin charge analysis, in e, for atoms 1 through 2: atom 1 (C): -0.187, atom 2 (C): -0.631

---

No. 3
Computed, not measured: a cluster of 2 separate species, C2H7FS in total at a distorted geometry, with the ωB97M-V functional and the def2-TZVPD basis.

Geometry as XYZ:
```
11
C2H7FS (the ωB97M-V functional and the def2-TZVPD basis)
C -1.888 -0.601 0.153
C 2.551 0.183 -0.633
H -2.189 0.154 -0.502
H -0.911 -1.070 0.289
H -2.710 -1.356 0.148
H -1.600 1.156 1.857
H 1.721 0.721 -0.696
H 1.721 -0.726 -0.440
H 2.733 0.974 0.019
F 3.007 0.460 -1.831
S -2.436 0.105 1.635
```

Output
HOMO-LUMO gap   9.7 eV
Relative energy (zero: lowest compared OMol25 entry of this formula, charge and spin)   3.9524 eV
HOMO   -9.1020 eV
2S+1   1
Strongest force on any atom   6.1 eV Å⁻¹
E   -15736.1323 eV
E_LUMO   0.6 eV
SMILES   CF.CS

Results of the Löwdin charge analysis, in e, for atoms 1 through 2: atom 1 (C): -0.533, atom 2 (C): -0.190

---

No. 4
Computed, not measured: a structure of composition C2H7FeO2 at a distorted geometry, with the ωB97M-V functional and the def2-TZVPD basis.

Geometry as XYZ:
```
12
C2H7FeO2 (the ωB97M-V functional and the def2-TZVPD basis)
C 0.276 1.353 -0.284
H 1.220 1.796 0.094
H 0.932 1.197 -1.163
H -0.286 1.956 0.446
O -0.659 -0.744 1.794
Fe 0.365 0.676 2.412
H -1.528 -0.618 1.084
O -0.629 0.282 -0.475
C -0.016 -1.195 -0.812
H -0.919 -1.777 -1.045
H 0.581 -1.011 -1.725
H 0.665 -1.914 -0.326
```

Output
HOMO-LUMO gap (spin up / spin down)   5.0 / 5.0 eV
HOMO (spin up / spin down)   -1.1823 / -1.2059 eV
2S+1   5
Total charge   -1
⟨S²⟩   6.04
Strongest force on any atom   5.3 eV Å⁻¹
E   -40662.0572 eV
E_LUMO (spin up / spin down)   3.8 / 3.8 eV

Results of the Löwdin charge analysis, in e, for atoms 1 through 2: atom 1 (C): -0.364, atom 2 (H): 0.017

---

No. 5
Computed, not measured: a cluster of 2 separate species, C2H7IN3 in total at a distorted geometry, with the ωB97M-V functional and the def2-TZVPD basis.

Geometry as XYZ:
```
13
C2H7IN3 (the ωB97M-V functional and the def2-TZVPD basis)
C -0.525 0.649 -1.188
C -0.465 0.106 1.150
N 0.104 0.097 0.047
N 0.654 -1.255 2.566
N 0.395 0.523 -2.272
I 1.913 -1.000 -0.369
H -1.397 0.017 -1.340
H -0.851 1.674 -0.995
H -1.343 0.651 1.635
H 0.661 -0.788 3.421
H -0.039 -2.002 2.666
H -0.012 -0.055 -2.889
H 0.907 1.382 -2.431
```

Output
HOMO-LUMO gap (spin up / spin down)   7.2 / 7.2 eV
Relative energy (zero: lowest compared OMol25 entry of this formula, charge and spin)   5.1548 eV
HOMO (spin up / spin down)   -13.1847 / -13.1824 eV
2S+1   1
Total charge   +1
Strongest force on any atom   5.0 eV Å⁻¹
E   -14746.2965 eV
E_LUMO (spin up / spin down)   -6.0 / -6.0 eV

Results of the Löwdin charge analysis, in e, for atoms 1 through 2: atom 1 (C): -0.285, atom 2 (C): 0.058

---

No. 6
Computed, not measured: a cluster of 2 separate species, C2H7INO in total at a distorted geometry, with the ωB97M-V functional and the def2-TZVPD basis.

Geometry as XYZ:
```
12
C2H7INO (the ωB97M-V functional and the def2-TZVPD basis)
C -0.357 1.029 -0.496
C 0.768 0.483 -1.204
N -0.604 1.039 0.713
O -0.482 -1.874 0.856
I 2.455 -0.142 0.103
H 1.124 1.184 -1.973
H -1.125 1.404 -1.156
H 0.685 -0.589 -1.575
H -0.005 0.845 1.508
H -1.626 1.290 0.945
H 0.217 -2.491 0.733
H -1.051 -2.178 1.545
```

Output
HOMO-LUMO gap (spin up / spin down)   6.3 / 6.8 eV
Relative energy (zero: lowest compared OMol25 entry of this formula, charge and spin)   0.2582 eV
HOMO (spin up / spin down)   -10.2839 / -14.7117 eV
2S+1   3
Total charge   +1
⟨S²⟩   2.01
Strongest force on any atom   6.9 eV Å⁻¹
E   -13814.5858 eV
E_LUMO (spin up / spin down)   -4.0 / -7.9 eV

Results of the Löwdin charge analysis, in e, for atoms 1 through 2: atom 1 (C): -0.297, atom 2 (C): -0.521

---

No. 7
Computed, not measured: a cluster of 2 separate species, C2H7N in total at a distorted geometry, with the ωB97M-V functional and the def2-TZVPD basis.

Geometry as XYZ:
```
10
C2H7N (the ωB97M-V functional and the def2-TZVPD basis)
N 0.021 -2.145 2.836
H 0.202 -2.759 2.057
H 0.003 -1.185 2.523
H 0.772 -2.262 3.507
C -0.316 0.911 -2.272
C -0.074 1.811 -1.347
H 0.396 0.131 -2.480
H -1.083 1.151 -2.989
H 0.762 1.657 -0.668
H -0.682 2.690 -1.167
```

Output
HOMO-LUMO gap   11.0 eV
Relative energy (zero: lowest compared OMol25 entry of this formula, charge and spin)   0.8597 eV
HOMO   -10.0099 eV
2S+1   1
Strongest force on any atom   1.2 eV Å⁻¹
E   -3676.6227 eV
E_LUMO   1.0 eV
SMILES   C=C.N

Results of the Löwdin charge analysis, in e, for atoms 1 through 2: atom 1 (N): 0.004, atom 2 (H): -0.002

---

No. 8
Computed, not measured: a cluster of 2 separate species, C2H7N in total at a distorted geometry, with the ωB97M-V functional and the def2-TZVPD basis.

Geometry as XYZ:
```
10
C2H7N (the ωB97M-V functional and the def2-TZVPD basis)
C -2.792 -2.205 1.081
H -1.875 -1.616 0.943
H -2.459 -3.231 0.922
H -3.624 -1.717 0.598
H -2.816 -2.138 2.177
C 1.445 1.637 -1.132
N 1.994 0.955 -0.222
H 0.780 1.072 -1.793
H 1.610 2.673 -1.422
H 2.547 1.536 0.412
```

Output
HOMO-LUMO gap   11.3 eV
Relative energy (zero: lowest compared OMol25 entry of this formula, charge and spin)   1.1542 eV
HOMO   -10.2194 eV
2S+1   1
Strongest force on any atom   2.8 eV Å⁻¹
E   -3676.3282 eV
E_LUMO   1.1 eV
SMILES   C=N.C

Results of the Löwdin charge analysis, in e, for atoms 1 through 2: atom 1 (C): -0.056, atom 2 (H): 0.013

---

No. 9
Computed, not measured: the ion C2H7N2 with charge +1 at a distorted geometry, with the ωB97M-V functional and the def2-TZVPD basis.

Geometry as XYZ:
```
11
C2H7N2 (the ωB97M-V functional and the def2-TZVPD basis)
C -1.694 0.258 0.292
N -0.297 0.585 0.324
C 0.601 -0.312 -0.352
N 1.993 0.159 -0.094
H -2.229 0.526 -0.705
H -2.272 0.903 0.991
H -1.954 -0.851 0.350
H 0.447 -0.269 -1.432
H 0.492 -1.401 -0.013
H 2.866 -0.541 0.040
H 2.049 0.943 0.597
```

Output
HOMO-LUMO gap   5.8 eV
Relative energy (zero: lowest compared OMol25 entry of this formula, charge and spin)   5.6057 eV
HOMO   -14.6234 eV
2S+1   1
Total charge   +1
Strongest force on any atom   4.6 eV Å⁻¹
E   -5155.8602 eV
E_LUMO   -8.8 eV

Results of the Löwdin charge analysis, in e, for atoms 1 through 2: atom 1 (C): -0.063, atom 2 (N): 0.188

---

No. 10
Computed, not measured: a cluster of 2 separate species, C2H7N2 in total at a distorted geometry, with the ωB97M-V functional and the def2-TZVPD basis.

Geometry as XYZ:
```
11
C2H7N2 (the ωB97M-V functional and the def2-TZVPD basis)
C 0.783 -0.454 -0.195
C -1.706 -0.109 -0.024
N 1.981 0.074 0.070
N -0.285 0.229 0.018
H 0.732 -1.595 -0.175
H -2.212 0.215 -0.916
H -2.165 0.370 0.849
H -1.991 -1.099 0.302
H 2.808 -0.419 -0.012
H 2.282 1.035 -0.101
H -0.227 1.753 0.183
```

Output
HOMO-LUMO gap   10.2 eV
Relative energy (zero: lowest compared OMol25 entry of this formula, charge and spin)   3.1529 eV
HOMO   -15.5052 eV
2S+1   1
Total charge   +1
Strongest force on any atom   5.5 eV Å⁻¹
E   -5158.3129 eV
E_LUMO   -5.3 eV

Results of the Löwdin charge analysis, in e, for atoms 1 through 2: atom 1 (C): -0.177, atom 2 (C): -0.075